1.
The following is a quantum chemistry calculation of a 2-piece molecular cluster, C2H5N3O2 overall, from OMol25.

## Properties
HOMO level (eV): -9.638
Energy above the lowest of the compared OMol25 structures with the same formula, charge and spin (kJ/mol): 240.3

```
12
Properties=species:S:1:pos:R:3:forces:R:3:nbo_charge:R:1
C 0.658 -0.799 0.588 0.597 0.266 1.219 0.765
C -1.267 2.618 -0.556 -0.544 0.414 -0.585 0.496
N 0.814 -0.326 1.911 0.761 -1.977 -2.607 -0.851
N -0.373 -0.661 -1.507 -2.321 0.281 1.232 -0.650
N -0.274 -0.093 -0.172 -0.233 -0.216 -2.093 -0.539
O 1.237 -1.786 0.123 -0.600 1.410 1.021 -0.656
O -1.915 2.659 -1.476 0.236 0.146 0.348 -0.445
H 0.230 0.386 2.196 -1.038 1.563 0.864 0.383
H 1.569 -0.658 2.480 -0.073 -0.071 -0.067 0.408
H 0.478 -0.583 -1.977 1.852 0.445 -0.627 0.342
H -0.492 -1.672 -1.421 -0.224 0.438 0.296 0.365
H -0.664 0.915 -0.189 1.588 -2.698 0.999 0.382
```
Positions in Å, forces in eV/Å.

***

2.
The following is a quantum chemistry calculation of C27H38AsCl2GdP as an isolated structure, from OMol25.

## Properties
HOMO level (alpha / beta) (eV): -3.300 / -3.452
Net charge: -1
Energy above the lowest of the compared OMol25 structures with the same formula, charge and spin (kJ/mol): 96.4
Multiplicity: 8

```
70
Properties=species:S:1:pos:R:3:forces:R:3:mulliken_spin:R:1
Gd 0.074 -0.198 1.060 -0.774 -6.771 1.244 6.631
Cl 1.025 -0.652 -1.004 1.575 -0.761 -3.452 0.039
Cl -2.049 -1.238 0.875 -3.983 -1.846 0.030 -0.001
H -0.442 1.234 0.856 -2.403 6.156 -1.150 0.150
H 1.455 0.579 1.295 5.545 3.236 1.691 0.136
P 0.147 -0.142 -4.984 0.050 0.027 0.018 -0.001
C 1.850 -0.733 -5.572 -0.354 0.148 0.051 0.000
C -1.058 -1.060 -6.092 0.370 0.253 -0.009 0.000
C 0.149 1.641 -5.610 0.052 -0.399 0.044 0.000
C 2.399 -1.760 -4.586 0.049 0.005 0.102 0.001
H 2.462 0.168 -5.473 0.014 0.081 0.026 0.000
C 1.983 -1.228 -7.005 0.031 0.011 -0.081 0.000
H 1.433 -2.153 -7.166 -0.088 -0.105 0.010 0.000
H 3.029 -1.437 -7.233 0.094 -0.027 0.001 0.000
H 1.630 -0.505 -7.735 -0.054 0.062 -0.079 0.000
H 2.376 -1.384 -3.566 -0.071 0.013 0.083 -0.001
H 3.431 -2.017 -4.832 0.090 -0.012 -0.074 0.000
H 1.820 -2.683 -4.605 -0.082 -0.078 -0.004 0.000
H 1.140 1.983 -5.297 0.058 -0.019 0.046 0.000
C -0.866 2.473 -4.833 -0.013 0.040 0.064 -0.002
C 0.031 1.871 -7.109 -0.001 0.061 -0.068 0.000
H 0.827 1.384 -7.666 0.084 -0.056 -0.040 0.000
H 0.085 2.938 -7.334 -0.006 0.098 -0.013 0.000
H -0.918 1.510 -7.502 -0.120 -0.064 -0.027 0.000
H -0.745 2.343 -3.759 0.018 -0.040 0.060 0.001
H -1.891 2.203 -5.081 -0.111 -0.052 -0.040 0.000
H -0.746 3.533 -5.063 0.022 0.085 -0.037 0.000
C -1.059 -2.534 -5.702 -0.033 -0.053 0.039 0.000
H -0.746 -0.968 -7.134 0.012 -0.005 -0.154 0.000
C -2.463 -0.490 -5.947 -0.067 0.006 0.035 0.000
H -0.089 -3.006 -5.836 0.123 -0.016 0.002 0.000
H -1.778 -3.086 -6.308 -0.076 -0.030 -0.064 0.000
H -1.341 -2.657 -4.656 -0.004 0.022 0.094 0.000
H -2.771 -0.463 -4.902 0.008 -0.006 0.097 0.000
H -3.179 -1.114 -6.486 -0.052 -0.073 -0.046 0.000
H -2.548 0.517 -6.345 0.019 0.123 -0.036 0.000
C -0.589 4.085 6.761 -0.110 -0.416 -0.129 -0.001
C 0.457 4.000 5.841 -0.251 -0.410 -0.028 0.007
C 0.581 2.870 5.031 -0.360 0.128 0.319 -0.004
C -0.338 1.817 5.136 -0.101 0.118 0.205 -0.023
C -1.385 1.901 6.064 0.411 0.591 0.009 0.001
C -1.507 3.035 6.876 0.517 0.075 -0.438 0.001
As -0.113 0.325 3.896 -0.099 1.342 -0.127 0.026
C 1.671 -0.254 4.502 -0.179 -0.888 0.941 -0.004
C 2.632 -0.725 3.594 0.004 -0.260 0.692 0.006
C 3.891 -1.139 4.043 -0.336 0.204 0.446 0.000
C 4.198 -1.093 5.403 -0.399 0.153 -0.176 0.000
C 3.244 -0.641 6.317 -0.146 0.062 -0.403 0.001
C 1.984 -0.228 5.871 0.616 -0.239 -0.312 -0.002
C -1.639 -0.796 4.359 0.469 -0.872 1.200 0.000
C -1.415 -1.987 5.063 -0.699 0.006 -0.117 0.002
C -2.487 -2.819 5.397 -0.185 0.341 -0.293 0.000
C -3.789 -2.463 5.029 0.458 0.305 -0.096 0.001
C -4.016 -1.274 4.328 0.645 -0.079 0.216 0.002
C -2.942 -0.440 3.992 0.092 -0.313 0.233 -0.001
H -0.689 4.965 7.382 -0.020 0.012 0.029 0.000
H 1.166 4.813 5.745 -0.012 -0.018 0.006 0.000
H 1.387 2.819 4.309 -0.002 -0.063 -0.048 0.009
H -2.111 1.108 6.161 -0.007 -0.150 -0.062 0.000
H -2.319 3.106 7.587 -0.050 -0.021 0.049 0.000
H 2.422 -0.794 2.544 -0.105 0.251 -0.337 0.024
H 4.626 -1.499 3.334 -0.062 0.020 -0.033 0.000
H 5.173 -1.414 5.748 0.015 0.001 0.024 0.000
H 3.481 -0.613 7.373 -0.024 0.010 0.026 0.000
H 1.256 0.115 6.593 -0.085 0.051 0.008 0.000
H -0.410 -2.272 5.348 0.038 0.029 0.020 0.001
H -2.311 -3.741 5.938 0.008 -0.001 -0.008 0.000
H -4.618 -3.109 5.287 -0.009 0.007 -0.019 0.000
H -5.023 -1.001 4.043 0.027 0.031 -0.054 0.000
H -3.122 0.477 3.446 0.020 -0.019 -0.106 0.001
```
Positions in Å, forces in eV/Å.

***

3.
The following is a quantum chemistry calculation of one molecule with the formula C13H17N3, from OMol25.

## Properties
HOMO level (eV): -8.101
Energy above the lowest of the compared OMol25 structures with the same formula, charge and spin (kJ/mol): 54.2

```
33
Properties=species:S:1:pos:R:3:forces:R:3:nbo_charge:R:1
C -3.904 -2.503 0.914 -0.511 -0.060 -0.115 -0.636
C -2.550 -1.912 0.901 1.021 0.932 0.000 0.125
C -2.094 -0.613 0.925 -0.215 -0.732 0.223 -0.132
N -0.700 -0.680 0.905 0.272 -0.607 0.495 -0.373
C 0.171 0.381 1.418 -0.491 0.568 -0.713 -0.021
N 0.280 1.522 0.489 -0.497 -1.453 0.624 -0.491
C 0.139 2.805 1.115 0.023 0.008 -0.019 -0.400
C 1.064 1.375 -0.670 0.286 0.135 -0.579 0.241
C 0.660 0.437 -1.646 -0.208 0.374 0.064 -0.260
C 1.220 0.465 -2.917 0.360 0.021 0.214 -0.199
C 2.322 1.290 -3.178 0.158 0.079 0.241 -0.241
C 2.825 2.125 -2.166 -0.588 -0.445 -0.404 -0.188
C 2.165 2.216 -0.941 -0.288 -0.251 0.155 -0.296
C -0.368 -2.029 0.861 -2.061 0.744 0.255 0.369
C 0.980 -2.622 0.851 0.593 -0.236 0.045 -0.662
N -1.472 -2.750 0.862 0.907 -0.511 -0.331 -0.491
H -4.690 -1.738 0.910 0.169 -0.196 -0.006 0.212
H -4.014 -3.142 0.025 -0.127 0.158 0.307 0.226
H -4.026 -3.138 1.804 -0.005 0.171 -0.283 0.225
H -2.655 0.303 1.018 0.277 0.122 -0.093 0.216
H 1.147 -0.068 1.652 -0.235 0.147 -0.058 0.193
H -0.299 0.752 2.352 0.448 -0.103 -0.482 0.202
H 0.154 3.568 0.330 0.052 0.035 0.308 0.217
H -0.838 2.845 1.632 0.504 0.095 -0.126 0.201
H 0.957 2.950 1.826 -0.081 0.603 0.205 0.171
H -0.172 -0.233 -1.420 0.227 0.376 -0.177 0.232
H 0.766 -0.147 -3.701 0.364 0.098 0.235 0.218
H 2.802 1.274 -4.159 -0.181 0.038 0.310 0.214
H 3.711 2.721 -2.350 -0.098 0.061 -0.014 0.213
H 2.492 2.950 -0.197 -0.114 -0.364 -0.259 0.215
H 1.774 -1.867 0.769 -0.200 -0.368 0.005 0.219
H 1.100 -3.209 1.777 0.179 0.234 -0.328 0.237
H 1.054 -3.328 0.008 0.061 0.325 0.298 0.246
```
Positions in Å, forces in eV/Å.

***

4.
The following is a quantum chemistry calculation of C16H20F2N13O6V as an isolated structure, from OMol25.

## Properties
HOMO level (alpha / beta) (eV): -1.384 / -1.968
Net charge: -2
Energy above the lowest of the compared OMol25 structures with the same formula, charge and spin (kJ/mol): 186.6
Multiplicity: 3

```
58
Properties=species:S:1:pos:R:3:forces:R:3:mulliken_spin:R:1
V -0.522 -1.243 0.245 -0.690 -0.625 -0.175 1.968
O -0.619 2.078 2.380 0.005 -0.349 -0.504 0.025
C -0.694 0.877 2.087 -0.218 0.303 1.725 0.028
O -0.383 0.362 0.971 0.362 3.475 0.485 -0.006
C -1.068 -0.243 3.152 -0.012 0.377 0.059 0.000
O -1.358 0.132 4.294 0.004 -0.139 -0.099 0.001
O -0.961 -1.398 2.675 -0.103 -0.133 -0.449 -0.001
N 0.758 -4.266 1.091 -0.183 0.091 -0.013 0.003
C -0.356 -4.225 0.288 -0.274 -0.174 -0.355 0.001
N -0.930 -5.306 -0.215 0.268 -0.033 0.223 0.002
N -1.945 -4.825 -0.964 -0.071 0.222 -0.020 -0.002
N -1.977 -3.543 -0.912 -0.285 -0.185 -0.220 0.015
N -0.975 -3.108 -0.115 -0.339 -1.912 0.106 -0.023
C 1.571 -3.166 1.258 0.349 0.429 0.099 0.034
N 2.816 -3.246 1.712 -0.152 -0.301 -0.012 -0.003
N 3.242 -1.976 1.730 -0.059 0.129 -0.026 0.013
N 2.305 -1.187 1.313 0.301 0.246 0.035 0.017
N 1.221 -1.903 0.996 1.141 -1.178 0.585 -0.024
H 1.204 -5.162 1.158 0.053 0.012 0.003 0.000
C -5.817 -1.231 0.178 0.042 -0.040 0.117 0.001
N -4.696 -0.666 -0.535 0.160 -0.143 0.019 0.000
C -4.840 0.047 -1.679 0.158 0.131 -0.041 0.001
C -3.775 0.597 -2.284 -0.149 -0.083 -0.059 -0.001
C -2.439 0.410 -1.706 -0.023 0.211 -0.006 0.012
O -1.475 1.025 -2.172 -0.031 -0.039 -0.021 0.005
N -2.327 -0.449 -0.652 -0.098 -0.128 -0.016 -0.012
C -3.400 -0.944 -0.003 -0.833 0.021 -0.092 -0.008
O -3.362 -1.606 1.021 0.106 0.034 -0.080 0.007
H -6.721 -1.128 -0.425 0.024 0.017 -0.034 0.000
H -5.957 -0.726 1.137 -0.037 -0.029 -0.012 0.000
H -5.619 -2.281 0.390 -0.062 0.008 -0.021 0.000
H -5.853 0.151 -2.054 0.020 0.000 0.015 0.000
H -3.865 1.165 -3.198 -0.011 0.031 0.026 0.000
C 4.084 2.275 -0.869 0.079 -0.488 -0.179 0.000
C 3.125 1.049 -0.772 -0.112 0.091 -0.015 0.001
N 1.938 1.438 -0.056 0.215 -0.055 0.048 0.000
C 2.264 1.875 1.285 -0.060 -0.124 -0.082 0.006
C 3.150 3.145 1.206 -0.176 -0.177 0.498 -0.001
N 3.372 3.436 -0.245 0.152 0.193 -0.025 0.000
C 2.064 3.695 -0.942 -0.449 -0.058 -0.226 0.000
C 1.167 2.435 -0.750 -0.066 -0.075 0.032 0.004
H 4.321 2.535 -1.902 -0.021 0.130 0.047 0.000
H 5.011 2.121 -0.313 -0.012 0.131 0.023 0.000
H 3.573 0.217 -0.229 0.115 0.038 -0.028 0.000
H 2.842 0.706 -1.763 0.001 -0.028 0.002 0.000
H 2.747 1.044 1.795 0.112 0.058 0.025 -0.001
H 1.344 2.117 1.810 -0.093 -0.019 0.033 -0.002
H 4.126 3.013 1.677 0.056 0.066 -0.139 0.000
H 2.652 4.006 1.656 0.047 0.086 -0.143 0.001
H 3.954 4.262 -0.330 -0.017 -0.003 -0.014 0.000
H 2.292 3.891 -1.992 0.103 0.012 0.035 0.000
H 1.621 4.589 -0.501 0.141 0.022 0.064 0.000
H 0.803 2.028 -1.693 0.055 0.042 -0.035 0.000
H 0.291 2.661 -0.143 0.008 0.040 0.023 0.000
F 0.980 -0.257 -2.283 0.026 0.150 0.059 0.000
C 0.286 -1.318 -1.669 0.556 -0.343 -1.132 -0.068
F 1.267 -2.348 -1.718 -0.067 -0.022 -0.164 0.002
H -0.455 -1.630 -2.420 0.044 0.086 0.053 0.006
```
Positions in Å, forces in eV/Å.

***

5.
The following is a quantum chemistry calculation of C8H10BF10O4Sn as an isolated structure, from OMol25.

## Properties
HOMO level (eV): -12.642
Net charge: +1
Energy above the lowest of the compared OMol25 structures with the same formula, charge and spin (kJ/mol): 443.1

```
34
Properties=species:S:1:pos:R:3:forces:R:3:lowdin_charge:R:1
Sn -1.180 -0.122 0.193 0.117 1.770 6.712 1.563
B -1.975 2.527 0.112 -0.603 5.125 0.009 -1.384
F -1.862 1.392 -0.680 -3.432 5.818 -4.084 0.010
F -1.141 3.529 -0.419 -0.681 -0.720 -0.236 0.145
F -3.255 2.902 0.366 -0.272 -0.139 -0.764 0.214
F -1.424 2.070 1.230 1.800 -0.581 4.083 0.133
C 2.274 1.448 -2.235 0.097 -0.087 -0.217 -0.019
C 1.218 0.422 -1.881 0.237 -0.226 -0.522 -0.171
O 0.261 0.238 -2.970 -2.974 -0.327 -0.088 0.099
C -1.033 -0.066 -2.765 3.532 0.370 2.612 -0.182
O -1.510 -0.246 -1.620 0.277 -3.898 -9.854 -0.056
C -1.858 -0.128 -4.002 0.335 2.169 -2.721 -0.590
F -1.463 -1.125 -4.762 -0.393 -1.045 0.295 0.233
F -3.121 -0.071 -3.748 -1.328 -1.287 0.751 0.256
F -1.632 0.985 -4.733 0.687 0.211 0.343 0.186
H 2.899 1.439 -1.342 0.211 0.518 -0.078 0.097
H 1.889 2.440 -2.474 -0.350 -0.029 0.633 0.102
H 2.910 1.244 -3.096 -0.139 -0.740 0.086 0.096
H 0.724 0.734 -0.961 -0.229 0.380 -0.102 0.062
H 1.619 -0.574 -1.690 0.249 -0.007 -0.119 0.143
C 1.110 0.568 3.947 -0.542 -0.887 0.453 -0.004
C 0.493 -0.140 2.748 0.136 4.115 -0.943 -0.281
O 0.497 -1.504 2.796 0.533 -4.703 -0.331 0.105
C 0.086 -2.277 1.818 -0.553 1.972 0.067 -0.213
O -0.638 -1.808 0.901 3.272 -7.686 2.812 -0.097
C 0.456 -3.789 1.927 0.328 -0.836 1.413 -0.546
F 0.716 -4.449 0.802 0.538 1.345 0.113 0.210
F 1.431 -3.899 2.836 0.480 0.115 -0.963 0.193
F -0.574 -4.398 2.457 -1.532 -0.095 0.374 0.216
H 2.177 0.434 4.124 -0.152 -0.437 -0.166 0.094
H 0.503 0.156 4.753 0.478 0.224 0.641 0.097
H 0.935 1.644 3.944 -0.267 -0.122 -0.457 0.100
H 0.976 0.152 1.816 0.469 0.039 -0.206 0.111
H -0.505 0.274 2.605 -0.330 -0.317 0.454 0.081
```
Positions in Å, forces in eV/Å.

***

6.
The following is a quantum chemistry calculation of C26H34N4O2S as an isolated structure, from OMol25.

## Properties
HOMO level (eV): -8.184
Energy above the lowest of the compared OMol25 structures with the same formula, charge and spin (kJ/mol): 1919.1

```
67
Properties=species:S:1:pos:R:3:forces:R:3:nbo_charge:R:1
C 1.081 -2.688 2.660 1.100 4.685 0.211 -0.603
C -0.249 -2.070 2.001 2.832 -2.274 -3.366 -0.399
C -0.786 -0.750 2.518 7.192 -0.939 3.178 -0.474
C -1.858 -0.209 1.796 -4.314 -0.218 -1.394 -0.231
N -1.834 1.389 1.866 -2.920 -7.662 -4.402 -0.456
C -2.172 1.658 3.201 -0.320 2.200 0.259 -0.281
C -1.638 2.999 3.483 -5.351 5.469 -2.718 -0.325
H -2.123 3.860 2.468 1.240 -2.495 2.350 0.112
H -2.209 3.563 4.199 -0.064 -0.212 1.111 0.233
C -0.261 3.274 3.535 2.303 -9.366 -0.867 -0.173
N 0.249 2.501 2.196 7.941 5.228 3.910 -0.667
C 1.687 2.382 2.114 -0.960 4.428 7.909 0.682
O 2.599 3.029 3.129 -5.466 -3.755 -6.327 -0.698
C 2.004 1.344 1.202 -0.880 3.551 -0.475 -0.288
C 1.309 1.233 0.053 0.554 -6.395 -3.504 -0.141
C 1.756 -0.002 -0.700 -2.493 4.512 1.302 -0.186
C 2.967 -0.588 -0.391 -3.558 -6.024 -8.457 0.128
C 3.743 -0.365 0.605 -3.776 5.727 2.918 -0.205
C 3.129 0.755 1.380 10.232 -6.356 3.049 -0.087
H 3.856 0.825 2.292 -2.153 1.119 -1.318 0.253
H 4.635 -0.786 0.637 3.938 -1.655 1.120 0.230
N 3.134 -1.790 -1.516 -1.134 3.733 1.532 -0.522
C 2.126 -1.731 -2.408 4.993 -2.427 3.153 0.177
N 2.163 -2.751 -3.321 -6.522 4.577 -1.486 -0.398
C 1.207 -2.268 -4.739 0.414 -8.319 5.601 -0.226
H 0.884 -3.377 -4.759 -0.475 1.968 -0.955 0.224
H 0.594 -1.705 -4.166 -2.396 2.061 0.499 0.211
C 2.009 -1.846 -5.754 6.893 2.762 0.531 -0.139
H 2.545 -0.925 -5.367 -1.034 0.062 -0.750 0.191
O 3.277 -2.670 -5.845 -8.132 0.745 -9.241 -0.505
C 4.021 -2.743 -4.879 5.387 0.750 8.554 -0.016
H 4.536 -1.658 -4.572 -0.935 -2.270 -0.407 0.109
C 3.292 -3.378 -3.604 7.104 2.930 1.026 -0.276
H 3.125 -4.319 -3.808 -0.902 -5.202 -1.338 0.182
H 4.033 -3.367 -2.691 -1.467 0.131 -1.767 0.255
H 4.762 -3.477 -5.167 0.972 0.138 0.342 0.191
H 1.550 -1.649 -6.660 -0.419 -0.163 -2.079 0.223
S 0.851 -0.696 -2.049 -0.898 1.713 0.510 0.352
H 0.362 1.638 -0.115 -1.071 0.957 -0.527 0.217
H -0.311 1.850 1.721 -1.396 -0.782 -0.378 0.440
H 0.038 4.205 3.723 1.577 3.525 0.127 0.225
H 0.117 2.461 4.403 -0.240 2.512 -1.862 0.188
H -1.674 1.003 3.865 0.519 -1.124 0.576 0.217
H -3.219 1.641 3.420 -0.916 -0.255 0.090 0.206
C -2.767 1.736 0.624 -3.521 1.971 9.197 -0.199
C -4.319 1.458 0.994 7.932 -5.634 -6.261 0.000
C -4.712 0.213 0.454 -1.027 -2.393 -0.626 -0.238
C -6.045 -0.118 0.653 0.695 -5.978 -4.627 -0.168
C -7.011 0.695 1.074 -1.803 -2.893 1.241 -0.292
C -6.428 1.699 1.616 -5.413 9.774 5.311 -0.064
C -5.196 2.216 1.521 -0.632 3.889 2.703 -0.298
H -4.845 3.157 1.934 -0.678 0.109 0.099 0.232
H -7.319 2.598 2.275 2.741 -2.733 -1.881 0.148
H -7.953 0.311 1.427 -0.481 0.305 -0.685 0.236
H -6.447 -1.139 0.200 1.243 1.855 0.988 0.196
H -4.166 -0.652 -0.168 -0.458 2.653 1.764 0.239
H -2.332 1.450 -0.203 1.727 -2.198 -4.175 0.200
H -2.647 2.744 0.759 -0.043 3.044 -0.781 0.206
H -1.829 -0.562 0.669 -0.077 0.870 2.233 0.218
H -2.854 -0.948 2.381 1.962 2.901 -2.098 0.191
H 0.215 0.036 2.439 -2.611 -2.292 0.393 0.208
H -0.856 -0.997 3.636 -0.551 1.101 -1.259 0.220
H 0.012 -1.936 0.829 -0.525 -0.224 2.420 0.186
H -0.820 -3.018 1.992 -1.094 1.046 0.196 0.215
H 1.501 -3.566 2.253 -0.299 -1.217 -0.712 0.219
H 0.975 -2.772 3.737 -0.226 -0.303 0.175 0.199
H 1.988 -1.922 2.554 -1.855 -1.242 0.146 0.197
```
Positions in Å, forces in eV/Å.